Density functional theory data (ωB97M-V/def2-TZVPD) for C7H8BClF2O2 as an isolated structure at a distorted geometry.

The geometry in XYZ format:
```
21
Properties=species:S:1:pos:R:3:lowdin_charge:R:1
B 0.95639 -1.26908 0.96265 -0.674
C -0.40677 -0.69503 -2.38111 0.018
C 0.67132 -0.89397 -1.57935 -0.015
C -1.60091 0.93054 -1.00734 -0.007
C -1.48212 0.24032 -2.12782 -0.301
C -0.66656 0.83133 0.14789 -0.191
C 0.89811 -0.27795 -0.28431 -0.187
C -0.21875 2.15423 0.73370 -0.553
O 1.55894 -0.83096 2.14243 0.203
O 0.29202 -2.37482 0.91660 0.224
F -2.35106 0.47266 -3.12150 0.063
F 1.98569 0.56535 -0.34691 0.032
Cl -1.56867 2.81585 1.65114 0.602
H -0.43863 -1.17283 -3.35342 0.116
H 1.30978 -1.61198 -1.98819 0.102
H -2.44526 1.64385 -1.13266 0.138
H -1.01200 0.30323 0.99120 0.088
H -0.08351 2.76643 -0.04743 0.038
H 0.51947 2.03192 1.50343 0.076
H 1.46611 -1.37387 2.84472 0.035
H 0.45813 -3.06584 1.67491 0.194
```

Results
Highest occupied orbital energy ... -8.89 eV
Frontier orbital gap ... 8.8 eV
Total energy ... -30117.4671 eV
LUMO ... -0.05 eV